[1]
Molecular formula: C2H3F3
Method: DFT, ωB97M-V/def2-TZVPD

```
8
Properties=species:S:1:pos:R:3:forces:R:3:lowdin_charge:R:1
C 0.390846 0.143041 0.738274 -0.9 -0.4 0.2 -0.19
C -0.053523 -0.498555 -0.546613 -1.4 0.3 -1.7 -0.30
F 0.486923 1.484252 0.635675 0.1 1.5 -0.6 -0.04
F -0.801451 -1.607914 -0.365756 1.0 0.8 -0.3 0.07
F 0.596743 -0.538601 -1.743572 -0.2 -0.2 2.1 0.06
H 1.319170 -0.137285 1.197926 0.6 -0.9 -0.1 0.12
H -0.446148 -0.051586 1.428015 0.3 -0.3 -0.2 0.13
H -1.492560 1.206648 -1.343948 0.5 -0.7 0.4 0.14
```
Forces are in eV/Å.

Calculated values
* Kohn-Sham gap (spin up / spin down): 10.5 / 8.7 eV
* energy relative to the best compared isomer or geometry (same formula, charge and spin): 126.6 kcal/mol

=====

[2]
Molecular formula: C8H14
Method: DFT, ωB97M-V/def2-TZVPD

```
22
Properties=species:S:1:pos:R:3:forces:R:3:lowdin_charge:R:1
C -3.040919 0.454648 1.457908 2.3 0.5 -2.1 0.13
C -2.199453 0.671819 0.604697 -0.8 0.7 1.0 -0.19
C -1.536694 -0.116889 -1.573320 -0.3 -0.1 -1.6 -0.13
C 1.159678 0.775032 1.477738 -0.1 3.2 3.9 -0.14
C 0.416857 -1.474227 0.576029 -0.9 -0.8 0.7 -0.10
C 1.701105 0.106797 -0.754721 4.1 -0.2 -2.3 -0.12
C -1.319204 0.895916 -0.476403 1.5 -4.1 1.3 -0.17
C 0.778069 -0.046221 0.359138 -1.4 -0.3 -1.3 -0.47
H -3.844497 0.400755 2.084651 -1.4 -0.3 1.3 -0.01
H -1.190751 -1.209709 -1.365008 -0.5 2.1 -0.4 0.09
H -1.105919 0.323451 -2.514008 0.0 -0.9 0.7 0.08
H -2.625507 -0.171467 -1.823424 0.7 -0.1 0.3 0.08
H 1.299645 1.949760 1.312509 -0.3 -2.6 -0.3 0.12
H 2.163669 0.461557 1.944651 -1.3 0.2 -0.6 0.11
H 0.377043 0.783067 2.322529 1.1 -0.4 -1.1 0.10
H 0.065941 -2.028297 -0.300396 0.3 0.5 -0.3 0.06
H -0.431526 -1.586777 1.271012 0.5 0.1 0.2 0.09
H 1.291164 -2.085066 0.890432 -0.3 0.5 0.3 0.10
H 1.171850 0.269733 -1.692319 0.2 0.5 -0.2 0.06
H 2.581934 0.902939 -0.572261 -2.3 -1.4 -0.6 0.12
H 2.329208 -0.863170 -1.051646 -1.3 1.6 1.0 0.12
H -0.814029 1.783105 -0.681785 0.3 1.5 -0.1 0.08
```
Forces are in eV/Å.

Calculated values
* Kohn-Sham gap (spin up / spin down): 7.6 / 7.8 eV
* energy relative to the best compared isomer or geometry (same formula, charge and spin): 126.6 kcal/mol

=====

[3]
Molecular formula: C2H3FI2O2S
Method: DFT, ωB97M-V/def2-TZVPD

```
11
Properties=species:S:1:pos:R:3:forces:R:3:lowdin_charge:R:1
C 2.328793 -0.761351 -0.009937 0.7 2.2 1.8 -0.14
C -2.430137 1.243716 0.280605 -0.9 -0.6 -1.0 -1.33
O -0.240721 -1.077254 0.508058 2.0 0.2 -0.3 -0.70
O 0.200247 -0.380229 -1.801355 0.4 0.3 -0.4 -0.45
F -2.859453 1.437232 -0.985622 0.6 0.1 0.4 -0.18
S 0.501409 -0.107561 -0.411364 0.2 -1.8 0.9 0.74
I -3.128035 2.719502 1.520264 0.1 0.5 0.4 0.84
I -2.729393 -0.729542 0.804867 -0.8 0.3 0.3 1.11
H 2.886917 0.178662 0.282403 -1.0 -0.8 0.2 0.05
H 2.630698 -1.553951 0.698227 -1.3 0.3 0.0 0.06
H 2.839677 -0.969224 -0.886141 0.1 -0.7 -2.4 0.00
```
Forces are in eV/Å.

Calculated values
* Kohn-Sham gap (spin up / spin down): 5.6 / 7.7 eV
* energy relative to the best compared isomer or geometry (same formula, charge and spin): 71.8 kcal/mol

=====

[4]
Molecular formula: C6H9BrOP2
Method: DFT, ωB97M-V/def2-TZVPD

```
19
Properties=species:S:1:pos:R:3:forces:R:3:lowdin_charge:R:1
O 4.068125 -0.355891 -1.281491 -0.7 0.2 -0.1 -0.47
P 3.674266 0.029893 0.268498 1.8 -0.6 1.1 0.24
Br 3.776399 2.300469 0.270469 -0.5 -0.3 -0.1 0.12
P 1.414322 -0.395022 0.375442 -1.5 2.1 -2.0 0.62
C -0.480377 -0.329124 0.257694 1.9 -1.2 1.2 -0.44
C -1.147144 -0.864388 -0.807131 0.1 -0.2 -0.6 -0.13
C -2.476240 -0.568790 -0.988928 -0.5 -0.3 -1.1 -0.10
C -3.148338 0.203989 -0.080856 -0.3 -0.1 0.0 -0.09
C -2.459679 0.639105 1.024333 -1.1 1.3 1.3 -0.10
C -1.130089 0.396542 1.227171 -0.1 0.0 -0.4 -0.13
H 5.017209 -0.258213 -1.410280 0.0 -0.1 0.0 0.03
H 1.455925 -0.381578 1.790337 0.2 -0.2 0.1 -0.01
H 1.302935 0.899749 -0.258395 0.2 -0.2 0.2 -0.03
H 1.532917 -1.481438 -0.539665 0.2 -0.2 0.2 -0.01
H -0.649173 -1.468948 -1.558991 0.2 0.0 0.1 0.10
H -2.967571 -0.902388 -1.895649 -0.1 -0.1 0.1 0.11
H -4.185097 0.460925 -0.233358 -0.1 0.0 0.1 0.11
H -2.976120 1.252526 1.758428 -0.1 -0.1 0.0 0.11
H -0.622270 0.822582 2.082374 0.1 -0.1 0.1 0.10
```
Forces are in eV/Å.

Calculated values
* Kohn-Sham gap: 8.2 eV
* SMILES string: OP(Br)[PH3]c1ccccc1

=====

[5]
Molecular formula: C16H43ClIrO6Si2
Method: DFT, ωB97M-V/def2-TZVPD

```
69
Properties=species:S:1:pos:R:3:forces:R:3:lowdin_spin:R:1
O 0.265737 1.687921 0.360204 -0.1 0.9 -0.4 0.00
O 2.176416 0.510320 -2.762203 -0.2 -0.2 0.1 0.00
C -0.447318 2.893395 -0.389699 0.4 -1.0 0.9 0.00
C -0.839361 3.909485 0.644939 0.1 0.0 0.0 0.00
H -1.256484 2.404608 -0.928677 0.1 0.0 0.1 0.00
H 0.329508 3.225126 -1.070684 -0.3 -0.1 0.0 0.00
H -1.572858 3.514443 1.347466 0.1 -0.1 0.1 0.00
H -1.327465 4.768627 0.174108 0.3 0.0 -0.1 0.00
H 0.069078 4.228009 1.178223 -0.5 0.1 -0.1 0.00
C 1.763866 1.769862 0.670733 -0.7 -0.1 0.2 0.00
C 2.416097 2.686417 -0.313819 0.4 0.3 -0.1 0.00
H 2.132108 0.743923 0.565997 -0.3 0.2 0.1 0.00
H 1.824515 2.120321 1.709108 0.1 -0.2 -0.3 0.00
H 2.204940 2.405397 -1.344781 0.0 -0.2 0.0 0.00
H 3.505334 2.581422 -0.209471 -0.3 0.1 0.2 0.00
H 2.139313 3.732936 -0.144521 0.3 -0.2 0.0 0.00
C 2.741629 -0.774731 -2.539980 0.2 -0.1 0.1 0.00
C 1.447516 0.722676 -3.968341 0.0 0.3 -0.1 0.00
C 4.136697 -0.601399 -1.964695 0.2 0.1 -0.3 0.00
H 2.794723 -1.359321 -3.473370 -0.1 0.2 0.2 0.00
H 2.122265 -1.328459 -1.815188 0.0 0.0 -0.3 0.00
H 4.774884 -0.073427 -2.683031 -0.1 -0.1 0.2 0.00
H 4.587056 -1.574935 -1.760128 0.0 0.1 0.0 0.00
H 4.130100 -0.018926 -1.037120 -0.1 -0.1 -0.1 0.00
C 2.278240 1.579539 -4.909463 0.1 -0.2 -0.1 0.00
H 0.529708 1.264986 -3.693671 0.1 -0.2 -0.1 0.00
H 1.165325 -0.223758 -4.460411 0.1 0.2 0.3 0.00
H 2.631629 2.488446 -4.409423 -0.1 -0.2 -0.1 0.00
H 1.686781 1.863958 -5.781088 0.1 0.0 0.0 0.00
H 3.155204 1.015921 -5.249137 -0.1 0.2 0.0 0.00
H -0.337137 1.133906 0.963116 0.9 0.7 -1.0 0.00
Ir -1.673546 -1.045582 2.050641 0.0 -0.4 -2.5 2.33
C -1.376113 -0.519009 0.098061 0.1 0.1 -2.4 0.27
Si -2.256048 -1.289055 -1.420638 -0.3 -0.4 -0.6 0.06
H -1.725290 0.516874 -0.038173 -0.1 -0.1 0.1 0.04
H -0.310031 -0.612815 -0.168062 -0.2 0.3 0.0 0.02
C -2.668972 -0.004717 -2.756086 0.2 0.1 0.2 0.01
C -3.865988 -2.103789 -0.941449 -0.1 0.0 0.3 0.01
C -1.116345 -2.539801 -2.246979 0.1 0.0 0.4 0.01
C -1.227115 0.494624 3.088137 -0.5 2.2 2.0 0.41
Si 0.214355 -0.675193 3.489744 1.5 -0.9 2.7 0.16
H -1.847071 0.537907 3.998081 0.5 0.4 0.0 0.05
H -0.996356 1.492542 2.713271 -0.1 0.0 0.0 0.05
C 1.671565 0.350094 4.103353 0.2 0.3 -0.2 0.05
C 0.766116 -1.837000 2.115771 0.6 -0.4 -0.3 0.11
C -0.376236 -1.701927 4.952101 0.0 0.0 -0.1 0.03
H -0.095969 -2.142776 -2.373963 -0.3 -0.2 0.0 0.00
H -1.519400 -2.786367 -3.237059 0.1 0.0 0.2 0.00
H -1.074227 -3.458622 -1.639693 0.1 0.2 -0.3 0.00
H -3.148303 0.885796 -2.327026 0.0 -0.1 -0.2 0.00
H -3.379602 -0.459164 -3.467259 0.3 0.2 0.2 0.00
H -1.781207 0.314831 -3.323497 -0.2 -0.1 0.2 0.00
H -4.420413 -1.469313 -0.227558 0.1 -0.3 -0.3 0.00
H -3.677252 -3.072533 -0.452674 -0.2 0.3 -0.2 0.00
H -4.498852 -2.258536 -1.828322 0.2 0.0 0.3 0.00
H 1.536365 -1.380070 1.487889 0.0 -0.2 -0.1 0.00
H -0.026031 -2.210095 1.429669 0.6 -0.2 -0.1 0.02
H 1.154584 -2.745984 2.598999 0.0 0.3 -0.1 0.01
H 0.477406 -2.160367 5.463018 -0.1 0.0 0.0 0.00
H -1.090797 -2.490067 4.674724 0.3 0.2 0.1 0.01
H -0.885899 -1.040427 5.663261 0.1 -0.1 0.0 0.00
H 2.221204 -0.206676 4.878024 -0.2 0.0 -0.3 0.01
H 1.314176 1.276017 4.570506 0.1 -0.1 -0.1 0.00
H 2.386387 0.608430 3.313747 -0.1 0.0 0.2 0.00
O -4.790883 -3.469754 2.209899 0.8 0.7 0.0 0.02
Cl -3.643171 -2.760878 2.647776 -0.7 -0.4 0.4 0.02
O -3.276851 -3.058979 3.997572 -0.2 0.1 -0.9 0.01
O -2.448226 -3.013121 1.721177 -0.9 -0.7 1.1 0.13
O -3.774010 -1.261189 2.478024 -1.9 -1.2 0.3 0.15
```
Forces are in eV/Å.

Calculated values
* Kohn-Sham gap (spin up / spin down): 7.2 / 7.5 eV
* 2S+1: 5
* energy relative to the best compared isomer or geometry (same formula, charge and spin): 11.6 kcal/mol
* total charge: +1
* ⟨S²⟩: 6.01

=====

[6]
Molecular formula: C20H29BINO5
Method: DFT, ωB97M-V/def2-TZVPD

```
57
Properties=species:S:1:pos:R:3:forces:R:3:lowdin_charge:R:1
C 2.425455 -3.271331 -0.019939 -0.3 -0.4 -0.1 -0.08
B 2.631362 -2.230031 -1.319020 -0.1 0.0 0.0 -0.37
O 3.863349 -2.183098 -2.135974 -3.2 -1.7 0.0 0.00
C 1.301448 -1.272707 -1.649632 -2.6 2.2 -0.4 -0.04
C 0.871990 -0.819802 -3.199246 -2.7 1.4 3.2 0.02
C -0.499751 0.097376 -3.455878 1.1 -1.1 4.5 0.03
C -1.343149 0.516292 -2.113868 2.5 -1.4 0.9 -0.02
C -0.904289 0.098839 -0.590390 2.2 -0.6 -2.5 -0.01
C 0.433209 -0.804308 -0.301483 -2.0 1.8 -4.2 0.06
C -2.042622 0.746318 0.396296 1.3 0.6 3.6 -0.18
O -1.946854 1.123190 1.701950 -0.9 -2.8 -9.1 -0.01
N -3.222507 0.871364 -0.542302 0.8 1.1 0.0 -0.05
C -4.281375 -0.208285 -0.506053 -1.3 -1.1 0.9 -0.23
C -4.142745 -1.359591 -1.665173 1.1 -0.2 0.3 -0.69
C -2.978510 -2.494879 -1.362704 -0.2 -0.7 -0.6 -0.20
I -6.065793 -2.490524 -1.641615 0.8 0.7 0.0 0.73
C -2.737530 1.351265 -1.892426 -1.1 2.2 -3.5 -0.21
O -3.315072 2.244431 -2.719333 3.5 -6.1 5.6 0.00
H 2.874703 -2.830394 0.982566 -0.6 -1.1 -2.1 0.09
H 2.918640 -4.320625 -0.303957 -0.9 2.3 0.9 0.09
H 1.266737 -3.454554 0.200871 2.6 0.4 -0.6 0.08
H 3.705283 -2.884620 -2.856549 0.7 1.5 1.4 0.13
H 1.514693 -1.166250 -4.128878 -1.5 0.8 2.3 0.10
H -0.884849 0.428228 -4.510226 0.9 -0.8 2.3 0.10
H 0.733840 -1.087064 0.801051 -0.6 0.6 -2.6 0.12
H -5.396445 0.217783 -0.494379 2.7 -0.6 -0.3 0.12
H -4.172270 -0.775553 0.538581 -0.2 1.3 -2.2 0.15
H -4.046320 -0.957177 -2.759912 -0.2 -0.6 2.2 0.09
H -1.918279 -2.215787 -1.788544 -2.1 -0.2 0.9 0.06
H -2.878752 -2.756076 -0.204756 -0.4 0.7 -2.6 0.10
H -3.313671 -3.470760 -1.963100 0.8 2.1 1.5 0.06
C -4.671977 2.245934 5.907990 0.3 -0.1 0.6 -0.19
C -4.272894 2.913697 4.617425 0.0 0.6 -0.3 -0.18
C -4.337670 1.765889 3.633564 0.3 -0.4 -0.2 -0.22
O -5.352635 0.869454 4.106192 0.0 0.2 0.3 -0.14
C -5.711984 1.251023 5.441297 -0.4 -0.2 -0.2 -0.21
H -5.053360 2.939165 6.661952 0.0 -0.1 -0.1 0.11
H -3.811514 1.715550 6.333001 -0.1 0.1 0.0 0.12
H -5.013397 3.676872 4.350410 0.1 0.0 0.0 0.12
H -3.289558 3.389332 4.653982 -0.1 -0.1 0.0 0.12
H -3.392115 1.214171 3.603620 -0.1 0.2 -0.1 0.10
H -4.581240 2.096121 2.619620 0.0 -0.1 0.1 0.12
H -6.707278 1.706944 5.401816 0.0 0.0 0.1 0.12
H -5.759690 0.363525 6.078293 0.0 0.0 -0.1 0.12
C 6.281275 0.763262 -2.378987 -0.6 0.2 0.0 -0.18
C 7.677166 1.294870 -2.578022 0.4 0.1 -0.5 -0.19
C 8.259863 1.184091 -1.185961 0.1 0.1 0.4 -0.21
O 7.619400 0.066901 -0.554440 -0.1 0.2 -0.3 -0.14
C 6.502357 -0.333318 -1.360213 0.1 -0.4 0.2 -0.21
H 5.812967 0.402831 -3.298366 0.0 0.0 0.1 0.11
H 5.643143 1.546436 -1.952651 0.0 -0.1 -0.1 0.12
H 8.227598 0.642777 -3.266410 0.0 0.1 0.1 0.12
H 7.707794 2.313258 -2.973574 0.0 -0.1 0.1 0.11
H 8.039081 2.076283 -0.590468 0.1 0.1 -0.1 0.12
H 9.342788 1.030341 -1.195828 -0.1 0.0 0.1 0.12
H 6.763437 -1.279568 -1.846506 -0.2 0.0 0.0 0.12
H 5.628516 -0.497515 -0.723713 0.2 0.0 0.0 0.11
```
Forces are in eV/Å.

Calculated values
* Kohn-Sham gap: 7.3 eV
* SMILES string: CB(O)c1ccc2c(c1)C(=O)N(C[C@@H](C)I)C2=O.C1CCOC1.C1CCOC1
* energy relative to the best compared isomer or geometry (same formula, charge and spin): 157.2 kcal/mol

=====

no.,M (g mol⁻¹)
1,84.04
2,110.20
3,363.92
4,238.99
5,615.36
6,501.17